This record from OMol25 describes AgI4K3NO3 as an isolated structure. The level of theory is ωB97M-V with the def2-TZVPD basis set.

Element x y z (Å)
K: -0.574 4.385 1.971
K: -2.210 -0.859 0.291
K: 1.273 -3.149 -1.921
Ag: 0.895 1.634 -1.332
N: -0.257 -3.235 0.746
O: -1.206 -3.203 1.506
O: -0.099 -2.310 -0.111
O: 0.596 -4.120 0.841
I: 1.156 5.578 -0.653
I: -2.272 1.983 1.469
I: 2.593 3.109 0.601
I: 0.105 0.187 -3.408

As for the frontier orbital gap: 3.2 eV. As for the charge: -1. The value obtained for the HOMO energy is -2.308 eV. The LUMO energy is 0.894 eV.

This record from OMol25 describes a 2-piece molecular cluster, C2H4N2O3 overall. The level of theory is ωB97M-V with the def2-TZVPD basis set.

Element x y z (Å)
C: 2.300 0.155 0.075
C: 0.994 0.415 0.257
N: -2.577 0.965 -0.138
N: -2.541 -0.164 0.301
O: 2.612 -1.325 0.166
O: -3.276 -1.104 -0.210
O: 3.252 0.833 -0.302
H: 0.236 -0.315 0.547
H: 0.545 1.297 -0.189
H: -3.400 1.093 -0.950
H: 1.854 -1.850 0.441

As for the frontier orbital gap: 6.0 eV. Its energy above the lowest of the compared OMol25 structures with the same formula, charge and spin is 0.0 kcal per mole. As for the charge: -2. The value obtained for the HOMO energy is 0.817 eV. The LUMO energy is 6.824 eV.

This record from OMol25 describes C18H26N4OS2Si2W as an isolated structure. The level of theory is ωB97M-V with the def2-TZVPD basis set.

Element x y z (Å)
W: 0.312 0.192 0.091
O: -1.138 0.206 1.459
N: -1.587 -0.854 2.166
C: -2.538 -0.611 3.093
C: -3.033 -1.659 3.819
C: -2.541 -2.945 3.582
C: -1.567 -3.152 2.628
C: -1.077 -2.069 1.901
S: 0.143 -2.152 0.685
H: -2.840 0.421 3.190
H: -3.794 -1.472 4.562
H: -2.922 -3.783 4.150
H: -1.166 -4.135 2.428
C: -2.713 0.595 -1.407
Si: -1.576 -0.336 -2.544
C: -1.839 -2.164 -2.519
C: -1.656 0.395 -4.239
N: 0.109 -0.087 -1.758
C: 1.372 0.020 -2.418
C: 1.564 0.066 -3.791
C: 2.860 0.097 -4.283
C: 3.958 0.100 -3.426
C: 3.779 0.078 -2.053
C: 2.485 0.046 -1.553
N: 2.164 -0.030 -0.177
Si: 3.312 0.009 1.264
C: 4.279 -1.558 1.281
C: 4.267 1.581 1.114
C: 2.098 0.110 2.689
H: -3.720 0.497 -1.821
H: -2.480 1.661 -1.375
H: -2.767 0.216 -0.387
H: -2.753 -2.395 -3.074
H: -1.955 -2.561 -1.511
H: -1.019 -2.695 -3.006
H: -2.722 0.494 -4.467
H: -1.227 -0.248 -5.007
H: -1.218 1.391 -4.311
H: 0.731 0.059 -4.474
H: 3.016 0.109 -5.353
H: 4.959 0.111 -3.834
H: 4.629 0.087 -1.386
H: 4.983 -1.621 0.450
H: 3.623 -2.430 1.241
H: 4.859 -1.618 2.205
H: 4.999 1.562 0.307
H: 4.813 1.751 2.046
H: 3.606 2.435 0.957
H: 1.666 -0.855 2.953
H: 1.300 0.857 2.581
H: 2.660 0.455 3.562
S: 0.133 4.838 0.617
C: 0.182 3.311 0.418
N: 0.220 2.109 0.256

As for the frontier orbital gap: 6.5 eV. As for the charge: +2. The value obtained for the HOMO energy is -14.452 eV. The LUMO energy is -7.943 eV.

This record from OMol25 describes C18H23IMnN3O4 as an isolated structure. The level of theory is ωB97M-V with the def2-TZVPD basis set.

Element x y z (Å)
Mn: 0.967 -0.113 -0.293
I: 3.726 -0.918 -0.236
C: 0.123 -0.368 -4.479
C: 0.435 -0.651 -3.205
C: -0.175 -1.899 -2.498
O: -0.014 -2.036 -1.187
C: -0.840 -2.846 -3.166
C: -1.150 -2.684 -4.570
C: -0.734 -1.284 -5.311
O: -1.146 -1.005 -6.466
O: -1.666 -3.551 -5.292
O: 0.998 0.311 -2.570
H: 0.464 0.547 -4.940
H: -1.207 -3.716 -2.643
C: 0.297 -3.120 6.148
C: 0.151 -2.854 4.654
C: 1.045 -1.641 4.283
C: 0.845 -0.906 2.994
N: 0.660 -0.347 1.951
H: 0.190 -2.196 6.717
H: 1.278 -3.484 6.453
H: -0.408 -3.828 6.582
H: -0.896 -2.767 4.363
H: 0.462 -3.758 4.130
H: 2.068 -2.006 4.375
H: 0.980 -0.927 5.103
C: 4.348 2.684 -2.634
C: 3.884 4.073 -2.101
C: 3.253 4.044 -0.633
C: 2.273 2.945 -0.366
N: 1.540 2.055 -0.077
H: 4.881 3.013 -3.526
H: 3.424 2.144 -2.843
H: 5.022 2.205 -1.925
H: 3.060 4.400 -2.735
H: 4.478 4.967 -2.289
H: 2.833 5.020 -0.391
H: 4.119 3.782 -0.025
C: -4.620 0.453 2.099
C: -4.818 0.985 0.661
C: -3.914 0.390 -0.388
C: -2.441 0.538 -0.183
N: -1.286 0.500 -0.044
H: -3.588 0.478 2.450
H: -4.905 -0.597 2.175
H: -5.343 0.961 2.737
H: -4.687 2.063 0.757
H: -5.831 0.913 0.264
H: -4.135 0.722 -1.403
H: -4.002 -0.692 -0.480

As for the frontier orbital gap (alpha / beta): 7.1 / 4.8 eV. As for the charge: 0. The value obtained for the HOMO energy (alpha / beta) is -7.583 / -7.567 eV. The LUMO energy (alpha / beta) is -0.465 / -2.738 eV. Its multiplicity is 7.

This record from OMol25 describes C38H34HfN9O4Se as an isolated structure. The level of theory is ωB97M-V with the def2-TZVPD basis set.

Element x y z (Å)
Hf: 0.378 1.672 -1.037
N: 0.793 4.050 2.491
C: 0.385 3.604 1.341
O: 1.159 2.823 0.658
C: -1.006 3.865 0.903
C: -1.440 2.473 0.255
H: 1.730 3.928 2.689
H: 0.176 4.493 3.221
H: -1.155 4.756 0.238
H: -1.707 4.061 1.791
H: -2.272 2.437 -0.388
H: -1.572 1.771 1.119
C: -1.951 -10.253 6.048
O: -2.915 -9.265 5.633
C: -2.561 -8.210 4.879
C: -3.569 -7.570 4.091
C: -3.158 -6.451 3.374
C: -1.826 -6.008 3.362
C: -0.878 -6.581 4.199
C: -1.304 -7.672 4.971
C: -1.373 -4.880 2.439
N: -2.094 -4.376 1.477
C: -1.383 -3.245 1.062
C: -0.147 -3.152 1.717
N: -0.133 -4.255 2.542
C: 0.703 -2.052 1.595
C: 1.977 -2.035 2.290
C: 2.785 -0.946 1.987
C: 2.359 0.102 1.172
N: 1.117 0.068 0.527
C: 0.390 -0.988 0.758
C: -0.926 -1.027 0.075
N: -1.206 0.000 -0.655
C: -2.419 0.071 -1.199
C: -3.408 -0.883 -1.047
C: -3.110 -2.011 -0.272
C: -1.789 -2.130 0.232
H: -2.498 -11.180 6.293
H: -1.399 -9.857 6.906
H: -1.241 -10.555 5.285
H: -4.596 -7.902 4.120
H: -3.846 -5.841 2.834
H: 0.136 -6.199 4.324
H: -0.659 -8.240 5.604
H: 0.517 -4.375 3.319
H: 2.356 -2.888 2.932
H: 3.842 -0.792 2.386
H: 3.004 0.909 0.775
H: -2.610 0.910 -1.831
H: -4.448 -0.773 -1.477
H: -3.671 -2.924 -0.098
O: -0.605 1.480 -2.889
N: -0.870 2.489 -3.650
N: -0.488 3.578 -3.109
O: -0.017 3.575 -1.937
C: -0.942 4.821 -3.701
C: -0.379 5.986 -3.208
C: -0.871 7.206 -3.680
C: -1.889 7.259 -4.638
C: -2.370 6.025 -5.100
C: -1.976 4.810 -4.630
H: 0.382 5.852 -2.445
H: -0.475 8.141 -3.228
H: -2.230 8.147 -5.060
H: -3.035 5.966 -5.957
H: -2.336 3.896 -5.018
N: 0.460 -0.728 -3.398
C: 0.935 -1.817 -3.958
C: 1.930 -2.263 -3.127
C: 1.943 -1.417 -1.988
N: 1.022 -0.479 -2.238
H: -0.215 0.004 -3.689
H: 0.635 -2.064 -4.932
H: 2.552 -3.106 -3.400
H: 2.367 -1.495 -0.987
Se: 2.992 1.898 -1.903
C: 3.695 3.634 -1.696
C: 4.905 3.807 -2.421
C: 5.599 5.017 -2.389
C: 5.085 6.080 -1.650
C: 3.878 5.947 -0.932
C: 3.209 4.725 -0.938
H: 5.374 3.134 -3.117
H: 6.548 5.049 -2.810
H: 5.689 6.994 -1.510
H: 3.591 6.778 -0.292
H: 2.368 4.595 -0.286

As for the frontier orbital gap: 6.0 eV. Its energy above the lowest of the compared OMol25 structures with the same formula, charge and spin is 21.4 kcal per mole. As for the charge: +1. The value obtained for the HOMO energy is -9.103 eV. The LUMO energy is -3.107 eV.

This record from OMol25 describes a 2-piece molecular cluster, C9H19Br2N2O overall. The level of theory is ωB97M-V with the def2-TZVPD basis set.

Element x y z (Å)
C: 1.680 -0.170 0.155
C: 1.265 -1.122 -1.127
O: -0.148 -1.530 -1.124
C: -0.398 -2.686 -0.249
C: -0.929 -2.318 1.258
C: -2.542 -2.499 1.491
N: -2.972 -1.432 2.520
C: -3.427 -2.144 0.158
C: -3.542 -0.502 -0.132
N: -2.463 0.324 -0.333
H: 2.391 0.722 -0.196
H: 0.750 0.320 0.703
H: 2.250 -0.789 0.968
H: 2.025 -2.027 -1.296
H: 1.407 -0.435 -2.093
H: -1.070 -3.444 -0.840
H: 0.653 -3.233 -0.104
H: -0.501 -1.262 1.565
H: -0.400 -3.095 1.993
H: -2.388 -0.569 2.425
H: -2.952 -1.824 3.490
H: -3.130 -2.735 -0.809
H: -4.546 -2.476 0.407
H: -4.607 -0.005 -0.133
H: -2.749 1.314 -0.497
Br: 1.234 3.968 -0.178
C: 2.853 4.814 -0.861
C: 3.809 3.790 -1.425
Br: 4.747 2.841 -0.002
H: 3.277 5.400 -0.040
H: 2.508 5.494 -1.646
H: 4.596 4.277 -2.008
H: 3.320 3.033 -2.044

As for the frontier orbital gap: 3.7 eV. Its energy above the lowest of the compared OMol25 structures with the same formula, charge and spin is 75.3 kcal per mole. As for the charge: -1. The value obtained for the HOMO energy is -1.478 eV. The LUMO energy is 2.231 eV.

This record from OMol25 describes C21H37CuN5O3S2Si as an isolated structure. The level of theory is ωB97M-V with the def2-TZVPD basis set.

Element x y z (Å)
Cu: 2.176 -0.006 0.588
N: 4.228 -2.583 3.307
C: 3.713 -1.612 2.530
S: 2.034 -1.740 2.066
N: 4.559 -0.643 2.223
N: 3.967 0.251 1.415
C: 4.570 1.306 1.048
C: 3.785 2.233 0.206
C: 4.328 3.351 -0.398
C: 3.509 4.154 -1.177
C: 2.174 3.820 -1.334
C: 1.703 2.675 -0.714
N: 2.488 1.913 0.050
H: 3.632 -3.311 3.651
H: 5.177 -2.501 3.629
H: 5.595 1.513 1.340
H: 5.380 3.577 -0.260
H: 3.913 5.032 -1.668
H: 1.509 4.422 -1.940
H: 0.677 2.342 -0.824
C: -2.094 3.304 -1.880
C: -2.204 1.791 -1.972
C: -1.544 1.277 -3.249
C: -3.670 1.373 -1.911
O: -1.493 1.278 -0.829
Si: -0.991 -0.231 -0.400
S: 0.916 -0.662 -1.153
O: -0.903 -0.250 1.238
C: -1.426 0.574 2.295
C: -2.853 1.022 1.992
C: -0.498 1.775 2.447
C: -1.397 -0.284 3.549
O: -2.120 -1.265 -0.976
C: -2.373 -2.671 -0.804
C: -2.662 -3.217 -2.191
C: -3.593 -2.800 0.097
C: -1.180 -3.396 -0.184
H: -2.629 3.780 -2.705
H: -1.045 3.615 -1.921
H: -2.519 3.653 -0.936
H: -2.044 1.696 -4.127
H: -1.605 0.185 -3.299
H: -0.486 1.555 -3.274
H: -4.220 1.818 -2.745
H: -4.121 1.716 -0.975
H: -3.762 0.287 -1.962
H: -2.874 1.691 1.128
H: -3.270 1.549 2.854
H: -3.486 0.156 1.777
H: -0.502 2.368 1.526
H: 0.522 1.431 2.645
H: -0.820 2.412 3.276
H: -2.063 -1.144 3.430
H: -1.723 0.294 4.419
H: -0.383 -0.652 3.725
H: -3.524 -2.704 -2.627
H: -2.875 -4.289 -2.147
H: -1.796 -3.056 -2.838
H: -4.440 -2.259 -0.334
H: -3.374 -2.378 1.082
H: -3.871 -3.850 0.224
H: -0.300 -3.311 -0.827
H: -1.429 -4.452 -0.056
H: -0.928 -2.974 0.795
C: 3.134 -3.564 -0.955
C: 3.980 -2.369 -1.067
N: 4.667 -1.446 -1.109
H: 2.274 -3.331 -0.325
H: 3.700 -4.380 -0.513
H: 2.782 -3.858 -1.942

As for the frontier orbital gap (alpha / beta): 7.4 / 7.0 eV. Its energy above the lowest of the compared OMol25 structures with the same formula, charge and spin is 0.0 kcal per mole. As for the charge: 0. The value obtained for the HOMO energy (alpha / beta) is -7.842 / -7.914 eV. The LUMO energy (alpha / beta) is -0.435 / -0.865 eV. Its multiplicity is 2.

This record from OMol25 describes a 14-piece molecular cluster, CH29O14 overall. The level of theory is ωB97M-V with the def2-TZVPD basis set.

Element x y z (Å)
C: 0.121 -0.548 -0.443
O: 0.402 0.753 -0.704
H: 0.843 -1.171 -0.890
H: -0.792 -0.857 -0.921
H: 0.043 -0.711 0.646
O: -1.513 0.641 -3.008
H: -0.848 0.596 -2.351
H: -1.074 0.522 -3.875
O: -0.979 1.191 2.475
H: -0.725 0.260 2.716
H: -1.315 1.252 1.575
O: 0.759 -3.498 1.900
H: 0.618 -2.606 2.246
H: 0.429 -3.339 0.989
O: -3.867 0.610 -1.998
H: -3.277 0.996 -2.613
H: -3.410 -0.177 -1.696
O: 2.985 -1.401 0.659
H: 3.005 -2.035 -0.047
H: 2.044 -1.168 0.735
O: 1.774 0.861 1.490
H: 1.047 1.164 2.014
H: 1.371 0.892 0.616
O: 0.030 -1.151 3.228
H: -0.450 -1.421 3.988
H: 0.842 -1.021 3.642
O: -2.874 -1.179 0.392
H: -1.966 -0.883 0.499
H: -2.768 -2.127 0.192
O: -2.013 1.724 0.010
H: -1.157 1.359 -0.174
H: -2.684 1.175 -0.437
O: 0.505 3.444 -1.456
H: 0.571 2.505 -1.269
H: 1.327 3.691 -1.811
O: 2.593 -3.122 -1.395
H: 2.086 -2.469 -1.776
H: 1.962 -3.711 -1.019
O: -0.284 3.616 1.238
H: -0.049 3.451 0.330
H: -1.174 3.418 1.126
O: 2.786 0.082 -1.973
H: 1.839 0.131 -1.704
H: 3.239 0.263 -1.146

As for the frontier orbital gap: 8.6 eV. Its energy above the lowest of the compared OMol25 structures with the same formula, charge and spin is 18.7 kcal per mole. As for the charge: -1. The value obtained for the HOMO energy is -6.344 eV. The LUMO energy is 2.295 eV.

This record from OMol25 describes C16H23BBrNO5Pb as an isolated structure. The level of theory is ωB97M-V with the def2-TZVPD basis set.

Element x y z (Å)
C: -4.207 -2.579 0.221
C: -4.663 -1.648 -1.077
C: -4.515 -0.076 -0.619
O: -5.540 0.596 -0.040
O: -3.252 0.663 -0.766
C: -2.799 0.730 -2.164
C: -1.415 1.607 -2.220
C: -0.049 0.743 -1.839
O: 0.162 -0.386 -2.521
O: 0.829 1.332 -0.817
C: 0.990 0.468 0.359
C: 1.453 1.483 1.605
C: 2.803 2.350 1.268
C: 2.543 3.754 0.463
Br: 1.497 5.111 1.543
B: -0.377 -0.285 0.874
C: -1.294 0.256 2.171
O: -0.896 -1.554 0.249
C: 2.265 -0.610 0.217
C: 2.594 -1.441 1.544
C: 3.799 -2.537 1.530
C: 4.533 -2.548 0.075
C: 4.015 -1.564 -1.079
N: 2.893 -0.585 -1.131
H: -3.226 -3.206 -0.037
H: -5.120 -3.320 0.406
H: -4.021 -1.915 1.177
H: -3.967 -1.956 -1.966
H: -5.781 -1.807 -1.399
H: -3.619 1.372 -2.748
H: -2.747 -0.300 -2.720
H: -1.491 2.632 -1.626
H: -1.270 1.923 -3.361
H: 1.554 0.919 2.626
H: 0.577 2.281 1.752
H: 3.273 2.655 2.323
H: 3.644 1.765 0.703
H: 3.616 4.252 0.305
H: 2.104 3.605 -0.633
H: -1.535 1.400 2.115
H: -0.623 0.067 3.140
H: -2.252 -0.428 2.332
H: -0.631 -2.345 0.803
H: 1.972 -1.271 2.529
H: 4.079 -3.170 2.474
H: 5.438 -3.276 -0.121
H: 4.639 -1.614 -2.099
Pb: 4.017 -1.540 -3.820

As for the frontier orbital gap: 2.8 eV. As for the charge: +2. The value obtained for the HOMO energy is -13.772 eV. The LUMO energy is -10.954 eV.

no.,strongest force on any atom (hartree/bohr)
1,0.0577
2,0.0813
3,0.0101
4,0.1150
5,0.0789
6,0.0906
7,0.0122
8,0.0683
9,0.1807